(1)
{
  "formula": "C21H23N3O3",
  "method": "the ωB97M-V functional and the def2-TZVPD basis",
  "species": ["C", "C", "C", "N", "C", "O", "C", "C", "C", "C", "O", "C", "C", "C", "C", "C", "N", "C", "O", "N", "C", "C", "C", "C", "C", "C", "C", "H", "H", "H", "H", "H", "H", "H", "H", "H", "H", "H", "H", "H", "H", "H", "H", "H", "H", "H", "H", "H", "H", "H"],
  "coordinates": [[-0.7460, -0.7828, 4.0789], [-0.7281, 0.7273, 3.8714], [0.4947, 1.2148, 3.0706], [0.4481, 0.7069, 1.7200], [0.4898, 1.4958, 0.6330], [0.5614, 2.7088, 0.6509], [0.4316, 0.7228, -0.6370], [0.4411, 1.2424, -1.9547], [0.3710, 0.1260, -2.7409], [0.3578, -0.0521, -4.2278], [-0.4407, -1.1256, -4.6595], [-1.7876, -1.0724, -4.4418], [-2.4817, -0.0166, -3.8608], [-3.8551, -0.1259, -3.7208], [-4.5031, -1.2751, -4.1597], [-5.9849, -1.4402, -4.0283], [-3.8326, -2.2775, -4.7160], [-2.5288, -2.1839, -4.8526], [0.3238, -0.9626, -1.9585], [0.3579, -0.5877, -0.6662], [1.7796, 0.8589, 3.7862], [2.5935, -0.1912, 3.3873], [3.7413, -0.5015, 4.0967], [4.1056, 0.2231, 5.2220], [5.3538, -0.1010, 5.9847], [3.2911, 1.2789, 5.6158], [2.1479, 1.5929, 4.9082], [-1.5864, -1.0595, 4.7110], [0.1708, -1.1118, 4.5631], [-0.8505, -1.3111, 3.1340], [-0.7154, 1.2229, 4.8432], [-1.6334, 1.0376, 3.3456], [0.4391, 2.3064, 2.9743], [0.3738, -0.2882, 1.5747], [0.4919, 2.2710, -2.2395], [0.0551, 0.8938, -4.6981], [1.3667, -0.3068, -4.5724], [-1.9789, 0.8752, -3.5172], [-4.4176, 0.6786, -3.2710], [-6.5045, -0.6599, -4.5821], [-6.2841, -1.3697, -2.9840], [-6.2750, -2.4102, -4.4199], [-2.0250, -3.0239, -5.3094], [2.3436, -0.7749, 2.5139], [4.3611, -1.3237, 3.7680], [5.7081, -1.1007, 5.7459], [6.1411, 0.6095, 5.7313], [5.1784, -0.0352, 7.0567], [3.5597, 1.8615, 6.4856], [1.5320, 2.4219, 5.2267]],
  "forces_ev_per_a": [[-0.02, 0.25, 0.06], [0.10, -0.07, -0.10], [-0.21, 0.32, 0.21], [-0.03, -0.25, 0.25], [-0.02, -0.20, 0.32], [0.02, 0.10, -0.24], [0.00, -0.43, -0.94], [-0.02, -0.66, -0.29], [-0.01, 0.92, 0.43], [0.21, -0.07, 0.00], [-0.06, -0.16, -0.04], [-0.45, -0.03, 0.03], [0.25, -0.05, -0.11], [0.01, -0.24, -0.12], [-0.07, 0.28, 0.15], [-0.01, 0.07, 0.03], [-0.25, -0.25, -0.09], [0.61, 0.24, 0.04], [0.02, -0.13, -0.72], [0.03, 0.38, 1.11], [0.08, 0.08, -0.12], [-0.10, 0.12, 0.00], [0.04, 0.00, 0.09], [-0.03, -0.05, -0.02], [0.03, 0.07, -0.03], [-0.01, -0.04, -0.01], [-0.02, -0.06, -0.06], [-0.06, -0.10, 0.01], [0.04, -0.11, 0.05], [-0.03, -0.14, -0.09], [-0.02, 0.06, 0.00], [0.00, 0.09, 0.03], [0.02, -0.23, 0.03], [-0.02, 0.03, -0.10], [-0.01, 0.25, -0.11], [0.06, -0.11, 0.11], [-0.18, 0.12, 0.03], [0.03, 0.03, 0.01], [-0.05, 0.07, 0.04], [-0.12, 0.03, -0.02], [-0.10, 0.00, 0.06], [-0.04, -0.03, -0.01], [0.17, -0.06, -0.05], [-0.01, -0.04, -0.10], [0.07, -0.09, -0.01], [0.06, -0.06, 0.03], [0.10, -0.01, 0.04], [0.05, -0.03, 0.08], [0.03, 0.07, 0.10], [-0.08, 0.11, 0.04]],
  "mulliken_charge": [-1.196, -0.558, -0.743, -0.076, 0.128, -0.710, 0.771, -0.613, 0.277, -0.516, -0.469, 0.415, 0.052, -0.972, 0.476, -1.171, -0.536, -0.175, -0.197, -0.401, 0.213, -0.045, -0.940, 0.933, -1.420, -0.736, -0.493, 0.417, 0.294, 0.287, 0.418, 0.440, 0.492, 0.533, 0.481, 0.373, 0.292, 0.468, 0.382, 0.309, 0.314, 0.322, 0.416, 0.320, 0.332, 0.354, 0.285, 0.371, 0.382, 0.419],
  "orbital_gap_ev": 9.45,
  "smiles": "CC[C@H](NC(=O)c1cc(COc2ccc(C)nc2)on1)c1ccc(C)cc1"
}

(2)
{
  "formula": "C23H61Cl8O22P5",
  "method": "the ωB97M-V functional and the def2-TZVPD basis",
  "species": ["C", "O", "P", "O", "O", "C", "O", "C", "H", "H", "H", "H", "H", "H", "H", "H", "H", "C", "O", "P", "O", "O", "C", "O", "C", "H", "H", "H", "H", "H", "H", "H", "H", "H", "C", "O", "P", "O", "O", "C", "O", "C", "H", "H", "H", "H", "H", "H", "H", "H", "H", "C", "O", "P", "O", "O", "C", "O", "C", "H", "H", "H", "H", "H", "H", "H", "H", "H", "C", "O", "P", "O", "O", "C", "O", "C", "H", "H", "H", "H", "H", "H", "H", "H", "H", "C", "C", "O", "C", "C", "O", "H", "H", "H", "H", "H", "H", "H", "H", "Cl", "C", "Cl", "H", "H", "Cl", "C", "Cl", "H", "H", "Cl", "C", "Cl", "H", "H", "Cl", "C", "Cl", "H", "H"],
  "coordinates": [[0.5338, 2.3095, 0.6223], [1.6301, 1.9436, -0.1713], [1.9440, 0.3776, -0.5329], [3.1746, 0.1325, -1.2792], [1.6949, -0.4841, 0.8701], [1.4732, -1.8906, 0.7428], [0.5484, 0.0405, -1.3906], [0.6123, -0.9504, -2.3614], [0.5339, 3.3789, 0.8335], [0.5879, 1.7360, 1.5476], [-0.3543, 1.9897, 0.0772], [1.5343, -2.3444, -0.2464], [0.4622, -2.0419, 1.1210], [2.1121, -2.5001, 1.3819], [0.2139, -1.8643, -1.9207], [1.5203, -1.4387, -2.7152], [-0.0835, -0.5970, -3.1224], [1.6449, 4.6287, 4.0399], [0.9608, 5.8534, 3.9902], [1.3943, 6.9548, 5.1157], [0.8472, 8.3457, 4.9025], [0.9209, 6.3675, 6.5050], [-0.4508, 6.0144, 6.5839], [2.9972, 6.8287, 5.1312], [3.8506, 7.7766, 5.8642], [1.4638, 4.2410, 3.0374], [1.2149, 3.8644, 4.6872], [2.6781, 4.8973, 4.2597], [-0.9943, 6.8164, 7.0835], [-0.6970, 5.1255, 7.1647], [-0.9701, 5.8493, 5.6398], [4.1806, 8.5268, 5.1456], [4.6390, 7.1770, 6.3191], [3.3922, 8.2488, 6.7331], [2.0703, -5.7545, -2.2157], [2.7426, -5.7368, -3.4230], [2.3717, -6.7847, -4.6250], [3.1630, -6.5130, -5.8644], [2.5913, -8.1689, -3.8734], [2.0177, -9.3635, -4.2994], [0.7811, -6.6353, -4.8373], [0.2848, -5.2770, -4.9801], [2.0733, -4.8182, -1.6577], [2.5265, -6.5436, -1.6180], [1.0308, -6.0615, -2.3315], [2.7507, -10.1663, -4.2193], [1.8017, -9.3525, -5.3677], [1.0757, -9.6063, -3.8078], [0.8163, -4.4497, -4.5098], [-0.6830, -5.3334, -4.4818], [0.2558, -4.8982, -6.0017], [-3.3514, -3.2780, 2.0430], [-4.1838, -3.6200, 0.9631], [-3.5368, -3.4862, -0.5638], [-4.4337, -3.8275, -1.6777], [-3.0621, -1.9311, -0.5979], [-3.6260, -0.8978, -1.4230], [-2.0768, -4.2841, -0.4499], [-2.0515, -5.7155, -0.3855], [-2.4282, -3.8569, 2.0677], [-4.0259, -3.4705, 2.8773], [-3.1994, -2.2130, 2.2178], [-2.9042, -0.5482, -2.1613], [-3.9850, -0.0298, -0.8702], [-4.5252, -1.3313, -1.8607], [-1.0414, -6.1062, -0.5082], [-2.6618, -6.1144, -1.1958], [-2.2967, -6.1028, 0.6034], [-1.7509, 2.3751, -3.0280], [-1.1025, 2.3310, -4.2915], [-1.7088, 1.4339, -5.5283], [-3.2171, 1.4984, -5.5285], [-0.9463, 1.9902, -6.8425], [0.4240, 2.0618, -6.7720], [-1.0605, -0.0840, -5.4150], [-1.2602, -1.2019, -6.2491], [-2.5843, 1.6763, -2.9560], [-2.0585, 3.3915, -2.7821], [-1.0461, 2.1418, -2.2299], [0.7253, 3.0331, -6.3796], [0.7665, 1.9216, -7.7972], [0.8250, 1.2706, -6.1385], [-2.3084, -1.1945, -6.5480], [-1.1448, -2.1454, -5.7156], [-0.5620, -1.2780, -7.0826], [-4.5828, 4.0763, 3.8615], [-3.6058, 2.9628, 3.3472], [-3.4084, 1.8781, 4.3119], [-2.4938, 0.9057, 4.1213], [-2.5537, -0.1701, 5.0835], [-1.6914, 0.8454, 3.1566], [-4.0935, 4.9546, 4.2825], [-5.5068, 3.7896, 4.3637], [-4.9615, 4.5314, 2.9463], [-4.0199, 2.5663, 2.4202], [-2.6524, 3.4629, 3.1768], [-1.7651, -0.0075, 5.8181], [-2.3489, -1.1713, 4.7045], [-3.4807, -0.2503, 5.6513], [4.6932, -6.1908, 1.9727], [3.2465, -5.3106, 2.6746], [1.9584, -5.3376, 1.4065], [2.8968, -5.7949, 3.5864], [3.5471, -4.3119, 2.9911], [2.7548, 4.8300, -3.8964], [3.0382, 3.1941, -3.1933], [1.8199, 2.0880, -3.7055], [4.0408, 2.8805, -3.4841], [3.0830, 3.2791, -2.1075], [2.9883, -1.3615, 5.2330], [1.4336, -1.4065, 4.3718], [0.6374, -2.9569, 4.6859], [0.7754, -0.6556, 4.8089], [1.4576, -1.1986, 3.3021], [1.1739, 6.0138, 0.4642], [1.6155, 7.5671, -0.2822], [0.3121, 8.7528, -0.1108], [2.6013, 7.8848, 0.0573], [1.6099, 7.4030, -1.3597]],
  "forces_ev_per_a": [[-0.94, -0.86, 0.58], [2.20, -2.02, -0.69], [-2.81, 0.50, 0.19], [-0.17, 0.12, 0.56], [1.05, 1.46, -1.85], [-0.95, -0.68, 0.59], [2.91, 1.18, 2.09], [-1.70, -2.11, -0.58], [0.16, -0.16, -0.30], [-0.29, 0.24, 0.21], [-0.37, 0.37, 0.26], [0.16, 0.56, -0.19], [-0.16, -0.22, -0.20], [0.44, 0.54, 0.07], [-0.98, -0.12, 0.12], [0.88, 1.58, -0.26], [0.48, -0.44, -0.53], [0.26, -0.63, -1.12], [-0.31, 2.29, 1.78], [-0.63, 2.79, -1.43], [1.06, -2.78, 0.01], [0.24, -1.22, 0.05], [-1.79, 0.39, 0.58], [-0.75, 0.42, 0.79], [-0.35, -0.56, -0.01], [0.75, -0.23, -0.09], [-0.02, 0.39, 0.62], [0.11, -1.05, -0.20], [0.11, 0.20, -0.06], [1.00, -0.19, 0.18], [0.53, 0.20, -0.39], [0.18, -0.15, 0.26], [0.26, 0.05, -0.60], [-0.67, 0.06, -0.37], [-0.79, -1.39, 1.39], [0.34, -0.20, -2.56], [1.48, 1.74, -0.77], [-1.21, -0.62, 2.09], [-0.16, 1.36, 0.27], [-0.34, -1.40, -1.46], [1.00, 0.61, 0.39], [-0.74, 0.25, 0.18], [0.43, 0.18, -0.47], [0.02, 0.17, 0.47], [-0.28, 0.13, -0.13], [-0.07, 0.05, 0.54], [-0.11, 0.26, -0.17], [0.21, 0.14, 0.38], [0.73, -0.66, 0.69], [-0.17, 0.27, -0.52], [-0.36, -0.87, -0.31], [-0.85, 0.18, 1.68], [0.79, -0.02, -3.28], [0.64, 1.14, 0.90], [0.49, -0.39, 0.98], [0.60, -1.12, 0.69], [-0.93, -0.69, -0.33], [-1.46, 1.27, -0.01], [0.04, -0.33, -0.13], [-0.07, 0.12, 0.11], [0.50, -0.71, 0.45], [0.49, 0.25, -0.99], [-0.02, -0.35, -0.01], [0.42, -0.22, 0.65], [0.18, 0.20, -0.61], [0.26, 0.65, -0.41], [-0.18, -0.22, 0.31], [-0.73, 0.23, 0.00], [-0.05, -0.02, 0.93], [0.00, -1.54, -1.95], [-1.95, -0.13, 0.15], [2.99, -0.45, -0.41], [-3.26, -0.37, 1.61], [1.97, 0.10, -0.38], [0.31, 2.02, 1.40], [-1.14, -0.44, -0.38], [-0.09, 0.22, -0.19], [-0.32, 0.02, -0.55], [0.36, -0.38, -0.28], [0.20, -0.05, -0.05], [0.35, 0.13, 0.12], [0.22, 0.04, -0.11], [0.10, -0.06, -0.58], [0.20, 0.30, 0.64], [-0.10, 0.59, -0.14], [0.27, -0.13, -1.21], [-0.30, 0.69, 0.81], [0.02, 0.04, 0.04], [1.31, 0.76, -4.33], [-0.20, -1.41, 2.20], [-2.01, 0.85, 2.34], [0.15, -0.51, 0.79], [0.47, -0.34, 0.41], [-0.08, -0.13, -0.38], [0.31, -0.31, 0.12], [0.07, -0.35, -0.27], [0.09, 0.12, 0.18], [0.09, 0.33, -0.60], [-0.05, 0.37, -0.12], [-0.90, 0.67, 0.82], [0.51, -0.61, -0.50], [0.41, 0.30, 0.92], [-0.03, -0.43, -0.47], [-0.08, 0.08, -0.73], [0.12, -0.32, 0.26], [1.09, 0.75, 0.45], [-0.18, -0.40, 0.01], [-0.31, -0.08, -0.41], [-0.53, 0.07, -0.12], [-0.16, 0.17, -0.60], [-0.69, 0.43, 0.57], [-0.10, -0.22, -0.31], [0.27, -0.02, 0.06], [0.64, -0.30, 0.17], [0.24, 0.17, 0.08], [-0.51, -0.36, -1.09], [0.31, 0.21, 0.48], [-0.46, 0.18, 0.27], [0.44, -0.22, 0.23]],
  "mulliken_charge": [-0.004, -0.267, 0.143, -0.766, -0.154, -0.423, 0.680, -0.862, -0.147, 0.229, 0.115, 0.085, 0.513, 0.066, 0.224, 0.418, 0.053, -0.043, 0.009, 0.831, -0.720, -0.303, -0.752, -0.334, -0.696, -0.226, 0.239, 0.296, 0.314, 0.282, 0.302, 0.258, 0.292, 0.306, -0.456, -0.351, 0.972, -0.702, -0.246, -0.730, -0.318, -0.775, 0.037, 0.381, 0.315, 0.266, 0.345, 0.268, 0.285, 0.341, 0.370, -0.616, -0.406, 0.451, -0.722, -0.031, -0.525, 0.165, -0.704, 0.282, 0.311, 0.233, 0.016, 0.271, 0.423, 0.133, 0.344, 0.300, -0.433, -0.121, 0.818, -0.742, -0.407, -0.536, 0.110, -0.722, 0.255, 0.333, -0.005, 0.229, 0.306, 0.224, 0.351, 0.152, 0.280, -1.148, 0.044, -0.319, 0.667, -0.909, -0.449, 0.256, 0.335, 0.377, 0.218, 0.134, 0.252, 0.220, 0.363, -0.173, -0.340, -0.027, 0.340, 0.200, -0.214, -0.359, 0.029, 0.345, 0.165, -0.170, 0.733, -0.177, 0.122, -0.455, -0.068, -0.369, -0.157, 0.322, 0.238],
  "orbital_gap_ev": 10.57,
  "smiles": "COP(=O)(OC)OC.COP(=O)(OC)OC.COP(=O)(OC)OC.COP(=O)(OC)OC.COP(=O)(OC)OC.CCOC(C)=O.ClCCl.ClCCl.ClCCl.ClCCl"
}